ORCA calculation (the ωB97M-V functional and the def2-TZVPD basis) on a cluster of 2 separate species, C4H10NO2 in total.

## Properties
**Energy**: -363.626188 Ha
**Total charge**: -1
**HOMO-LUMO gap**: 7.510 eV
**Max |F|**: 0.6 eV Å⁻¹
**E_LUMO**: 4.350 eV
**Spin multiplicity**: 1

Geometry (Å):
C1 -0.232 -1.190 0.080
O1 -0.708 -0.297 0.988
C2 1.306 -1.244 0.074
N1 1.839 -2.018 -1.053
H1 -0.588 -2.227 0.267
H2 -0.549 -0.967 -0.966
H3 1.654 -0.206 0.090
H4 1.633 -1.721 1.004
H5 1.715 -1.512 -1.923
H6 2.827 -2.207 -0.946
O2 -0.184 1.573 -1.075
C3 -0.500 1.658 0.105
C4 -1.877 2.094 0.537
H7 0.271 1.677 0.887
H8 -1.821 3.065 1.040
H9 -2.265 1.353 1.232
H10 -2.521 2.171 -0.340



ORCA calculation (the ωB97M-V functional and the def2-TZVPD basis) on a structure of composition C4H6O2.

## Properties
**Energy**: -306.320789 Ha
**HOMO-LUMO gap**: 8.848 eV
**Max |F|**: 0.5 eV Å⁻¹
**E_LUMO**: 0.460 eV
**Spin multiplicity**: 1

Geometry (Å):
C1 -1.343 -0.400 -0.109
C2 -0.333 -0.471 0.867
O1 0.790 -1.205 0.432
C3 1.373 -0.100 -0.240
C4 0.174 0.881 -0.164
O2 0.095 2.077 0.086
H1 -2.205 0.240 0.058
H2 -0.554 0.480 -1.093
H3 -1.427 -1.174 -0.868
H4 -0.480 -0.327 1.933
H5 1.723 -0.339 -1.250
H6 2.187 0.338 0.347



ORCA calculation (the ωB97M-V functional and the def2-TZVPD basis) on the molecule C2H2OS.

## Properties
**Energy**: -550.656877 Ha
**HOMO-LUMO gap (alpha / beta)**: 7.537 / 8.358 eV
**Max |F|**: 2.5 eV Å⁻¹
**E_LUMO (alpha / beta)**: -0.015 / -0.070 eV
**Spin multiplicity**: 1

Geometry (Å):
C1 -1.336 -0.392 -0.139
C2 1.120 0.100 0.076
O1 -0.144 0.021 -0.400
S1 -2.849 0.040 -0.083
H1 1.213 0.537 1.108
H2 1.995 -0.305 -0.561



ORCA calculation (the ωB97M-V functional and the def2-TZVPD basis) on a structure of composition H18O9.

## Properties
**Energy**: -687.755058 Ha
**HOMO-LUMO gap**: 8.288 eV
**Max |F|**: 11.5 eV Å⁻¹
**E_LUMO**: 0.038 eV
**Spin multiplicity**: 1

Geometry (Å):
H1 0.571 0.093 -0.651
H2 -0.053 0.272 -2.025
H3 2.628 4.484 -0.316
H4 1.728 3.746 -1.294
H5 -4.726 0.432 -0.508
H6 -3.362 -0.022 -0.014
H7 -2.054 0.211 2.338
H8 -1.744 1.319 3.330
H9 4.661 1.759 1.500
H10 3.523 2.733 1.762
H11 -3.279 0.159 -2.067
H12 -2.007 0.108 -1.236
H13 2.705 -2.341 0.944
H14 3.212 -1.967 -0.439
H15 -2.086 -1.415 0.067
H16 -1.583 -2.257 -1.094
H17 0.904 -3.367 -0.747
H18 1.685 -3.948 0.419
O1 -0.049 0.648 -1.138
O2 2.655 3.932 -1.106
O3 -4.294 -0.267 -0.004
O4 -1.439 0.935 2.501
O5 3.735 1.792 1.763
O6 -2.744 0.687 -1.463
O7 2.716 -2.647 0.030
O8 -2.381 -1.845 -0.744
O9 1.079 -3.235 0.191



ORCA calculation (the ωB97M-V functional and the def2-TZVPD basis) on a cluster of 2 separate species, C6H12N2 in total.

## Properties
**Energy**: -345.254199 Ha
**HOMO-LUMO gap**: 9.552 eV
**Max |F|**: 3.4 eV Å⁻¹
**E_LUMO**: 0.905 eV
**SMILES string**: Cc1c[nH]cn1.CC
**Spin multiplicity**: 1

Geometry (Å):
C1 -1.603 -1.288 0.496
C2 -2.927 -0.839 1.189
H1 -1.326 -2.356 0.738
H2 -1.705 -1.332 -0.610
H3 -0.805 -0.410 0.737
H4 -3.649 -0.577 0.491
H5 -3.219 -1.749 1.693
H6 -2.810 0.012 2.030
C3 1.068 1.518 -2.289
C4 1.443 0.870 -0.954
C5 1.724 1.394 0.288
C6 1.788 -0.877 0.424
N1 1.348 -0.616 -0.807
N2 1.907 0.323 1.175
H7 1.341 2.657 -2.454
H8 -0.066 1.615 -2.392
H9 1.938 2.420 0.435
H10 2.135 -1.912 0.670
H11 1.853 0.327 2.201
H12 1.565 0.821 -3.060



ORCA calculation (the ωB97M-V functional and the def2-TZVPD basis) on a structure of composition C28H33KN2O4PSbSe2Si.

## Properties
**Energy**: -7771.322640 Ha
**Total charge**: -2
**HOMO-LUMO gap**: 4.945 eV
**Max |F|**: 1.4 eV Å⁻¹
**E_LUMO**: 4.027 eV
**Spin multiplicity**: 1

Geometry (Å):
K1 -0.891 0.826 1.367
O1 1.448 2.967 6.436
C1 2.407 2.183 5.991
O2 3.535 2.202 6.440
C2 2.064 1.350 4.813
C3 2.995 0.631 4.088
N1 2.325 0.003 3.111
N2 1.014 0.272 3.143
C4 0.838 1.103 4.159
C5 -0.537 1.692 4.400
O3 -0.592 2.562 5.303
O4 -1.452 1.284 3.676
H1 0.594 2.845 5.859
H2 4.060 0.565 4.189
H3 2.698 -0.454 2.287
Se1 -2.402 2.317 -1.349
P1 -2.640 0.367 -2.214
Se2 -1.969 -1.363 -1.131
C6 -4.404 0.152 -2.706
C7 -5.048 1.185 -3.381
C8 -6.352 1.035 -3.810
C9 -7.036 -0.149 -3.554
C10 -6.404 -1.172 -2.865
C11 -5.091 -1.022 -2.445
C12 -1.895 0.345 -3.898
C13 -1.715 1.526 -4.607
C14 -1.188 1.500 -5.887
C15 -0.831 0.292 -6.468
C16 -0.999 -0.889 -5.758
C17 -1.527 -0.861 -4.479
H4 -4.520 2.117 -3.547
H5 -6.841 1.846 -4.337
H6 -8.061 -0.266 -3.886
H7 -6.932 -2.092 -2.648
H8 -4.581 -1.812 -1.905
H9 -1.955 2.467 -4.128
H10 -1.037 2.429 -6.423
H11 -0.401 0.272 -7.462
H12 -0.703 -1.835 -6.193
H13 -1.631 -1.775 -3.903
C18 2.490 -1.516 -0.990
Si1 2.034 0.347 -0.664
C19 1.853 0.937 -2.490
C20 3.836 0.993 -0.308
C21 4.754 0.284 0.474
C22 5.993 0.792 0.832
C23 6.376 2.056 0.412
C24 5.497 2.785 -0.377
C25 4.263 2.259 -0.723
H14 3.221 -1.643 -1.790
H15 1.580 -2.048 -1.266
H16 2.882 -2.019 -0.105
H17 2.738 0.712 -3.087
H18 1.634 2.000 -2.566
H19 1.000 0.421 -2.935
H20 4.503 -0.717 0.805
H21 6.666 0.195 1.441
H22 7.340 2.468 0.695
H23 5.773 3.777 -0.723
H24 3.603 2.859 -1.336
C26 -2.628 -3.719 3.813
Sb1 -1.393 -2.030 3.265
C27 -0.299 -2.035 5.118
C28 0.017 -3.260 2.198
H25 -2.000 -4.564 4.085
H26 -3.267 -3.998 2.983
H27 -3.255 -3.455 4.661
H28 -0.546 -2.932 5.679
H29 -0.527 -1.159 5.708
H30 0.763 -2.029 4.892
H31 0.459 -3.994 2.870
H32 0.795 -2.644 1.762
H33 -0.498 -3.768 1.389